[1]
Density functional theory data (ωB97M-V with the def2-TZVPD basis set) for C27H34N7O2PS6Ti as an isolated structure.

```
78
Properties=species:S:1:pos:R:3
Ti 1.1165 -0.0839 0.0535
C -2.5163 1.7464 -1.6550
C -1.1540 1.1716 -1.4519
N -0.6249 1.0386 -0.2380
N -1.3743 1.4963 0.8292
C -0.7306 1.6552 1.9996
N -1.4784 2.0048 3.0619
S 0.9460 1.4907 2.1178
C -0.3156 0.7000 -2.4963
C -0.5699 0.8712 -3.8773
C 0.3499 0.4567 -4.8009
C 1.5608 -0.1215 -4.3638
C 1.7660 -0.2485 -3.0147
N 0.8645 0.1181 -2.0883
H -2.5627 2.7688 -1.2734
H -3.2531 1.1499 -1.1093
H -2.8058 1.7564 -2.7005
H -2.3394 1.1372 0.8453
H -2.4749 1.8365 3.0444
H -1.0417 1.8930 3.9641
H -1.4845 1.3442 -4.2011
H 0.1580 0.5927 -5.8568
H 2.3254 -0.4330 -5.0597
H 2.6877 -0.6679 -2.6250
S -2.6817 -0.0554 6.2217
C -2.2901 -0.6489 4.7338
S -0.7056 -1.1271 4.2661
C -0.9903 -1.4015 2.5490
C -2.2503 -1.1679 2.1153
S -3.0019 -1.1589 0.5419
S -3.3665 -0.6458 3.3806
S 0.4775 -1.9436 1.7326
C -2.0552 -5.0710 -2.3626
N -1.3803 -5.1664 -0.9929
C 0.0531 -5.6542 -1.2009
N 0.7522 -4.8129 -2.1030
C 0.0468 -4.7401 -3.3776
N -1.3178 -4.2391 -3.2449
C -1.3440 -2.8230 -2.8283
P -0.5521 -2.4864 -1.1775
C -1.4289 -3.8457 -0.2693
C 0.9888 -3.4746 -1.5309
H -3.0576 -4.6795 -2.1912
H -2.1049 -6.0915 -2.7479
H -1.8816 -5.8576 -0.4327
H -0.0282 -6.6675 -1.5990
H 0.5283 -5.6655 -0.2205
H 0.0082 -5.7411 -3.8148
H 0.5985 -4.0831 -4.0480
H -2.3823 -2.4839 -2.7973
H -0.8344 -2.2265 -3.5887
H -2.4743 -3.5626 -0.1290
H -0.9623 -3.9691 0.7098
H 1.5544 -3.5765 -0.6011
H 1.6200 -2.9116 -2.2233
C 9.3438 -0.5024 0.4059
C 7.8473 -0.4234 0.2930
C 7.0602 -1.5370 0.5557
C 5.6763 -1.5036 0.4681
C 4.9418 -2.7771 0.8046
C 5.0502 -0.2918 0.1006
C 5.8278 0.8538 -0.1494
C 5.2563 2.1955 -0.5274
C 7.2125 0.7562 -0.0549
C 3.5736 -0.2192 -0.0328
O 2.9663 0.8888 -0.1590
O 2.8536 -1.2772 -0.0222
H 9.7411 -1.3009 -0.2223
H 9.6418 -0.7173 1.4334
H 9.8139 0.4333 0.1068
H 7.5402 -2.4646 0.8468
H 5.6521 -3.5096 1.1868
H 4.4492 -3.1957 -0.0726
H 4.1654 -2.6149 1.5501
H 4.6962 2.1440 -1.4617
H 6.0662 2.9137 -0.6460
H 4.5610 2.5634 0.2241
H 7.8095 1.6385 -0.2543
```

Its HOMO energy (spin up / spin down) is -6.07 / -6.50 eV. Its energy above the lowest of the compared OMol25 structures with the same formula, charge and spin is 67.9 kJ/mol. The value obtained for the LUMO energy (spin up / spin down) is -0.4 / -0.5 eV. As for the gap between HOMO and LUMO (spin up / spin down): 0.2078 / 0.2224 Ha. The multiplicity is 3.

=====

[2]
Density functional theory data (ωB97M-V with the def2-TZVPD basis set) for the molecule C5H10O.

```
16
Properties=species:S:1:pos:R:3
C 0.3913 1.9153 0.7199
C -0.5732 0.8434 0.3310
C -0.5098 0.2165 -0.9787
C -0.2434 -0.6317 0.3375
C 0.8199 -1.4701 -0.4389
O -1.3638 -1.3451 0.8352
H 0.1787 2.8324 0.1619
H 0.3192 2.1151 1.7917
H 1.4126 1.5922 0.4948
H -1.6142 0.9964 0.6121
H -1.3335 -0.2228 -1.5101
H 0.3619 0.4859 -1.5883
H 0.6232 -1.6213 -1.5311
H 0.8068 -2.4733 -0.0322
H 1.8127 -1.0271 -0.3779
H -1.0885 -2.2058 1.1733
```

Its HOMO energy is -7.91 eV. Its energy above the lowest of the compared OMol25 structures with the same formula, charge and spin is 300.0 kJ/mol. The value obtained for the LUMO energy is 1.0 eV. As for the gap between HOMO and LUMO: 0.3272 Ha. As for the SMILES: C[C@H]1C[C@]1(C)O. The multiplicity is 1.

=====

[3]
Density functional theory data (ωB97M-V with the def2-TZVPD basis set) for a 2-piece molecular cluster, C3H5FO2 overall.

```
11
Properties=species:S:1:pos:R:3
C 1.8866 -1.6390 1.0255
C 1.1805 -0.5827 0.8643
C -1.5977 0.5786 -1.1160
O -1.4543 1.1888 -0.0159
O -2.3788 1.2776 -2.0176
F 1.3401 0.4196 1.7686
H 2.7730 -1.6103 1.7192
H 1.6255 -2.5848 0.3988
H 0.5597 -0.0830 0.1075
H -1.6230 2.1492 0.1832
H -2.3116 0.8861 -2.9176
```

Its HOMO energy is -9.39 eV. Its energy above the lowest of the compared OMol25 structures with the same formula, charge and spin is 336.7 kJ/mol. The value obtained for the LUMO energy is 0.7 eV. As for the gap between HOMO and LUMO: 0.3706 Ha. The multiplicity is 1.

=====

[4]
Density functional theory data (ωB97M-V with the def2-TZVPD basis set) for the molecule C27H29FN4O4.

```
65
Properties=species:S:1:pos:R:3
C 3.9596 -3.3909 -1.1631
C 3.0014 -4.0964 -0.2006
C 3.7846 -4.8100 0.9000
C 2.1144 -5.0909 -0.9522
N 2.1477 -3.1028 0.4566
C 1.3603 -2.2310 -0.1886
O 1.1257 -2.2376 -1.3803
C 0.6663 -1.2066 0.7419
C -0.7536 -1.6349 0.9728
C -1.5899 -1.9524 -0.0912
C -2.8953 -2.3430 0.1328
C -3.3888 -2.4273 1.4297
O -4.6694 -2.7980 1.6957
C -2.5526 -2.1269 2.5004
C -1.2493 -1.7366 2.2680
N 0.8032 0.1025 0.0893
C 2.0960 0.5060 -0.0473
O 3.0000 -0.2164 0.3312
C 2.4136 1.8558 -0.6676
C 1.4699 3.0199 -0.3670
C 0.9961 3.0196 1.0592
O 1.5134 2.3929 1.9557
N -0.0981 3.8056 1.3587
C -1.0321 4.4465 0.5649
C -2.2004 4.9281 1.1718
C -3.1508 5.5396 0.3817
C -2.9198 5.6615 -0.9833
C -1.7298 5.1669 -1.4811
N -0.8073 4.5814 -0.7345
C -0.3313 0.7228 -0.4610
C -0.4436 0.8940 -1.8382
C -1.5660 1.4929 -2.3782
C -2.5793 1.8983 -1.5289
F -3.6792 2.4857 -2.0502
C -2.5038 1.7151 -0.1606
C -1.3723 1.1274 0.3716
H 4.6636 -4.1021 -1.5866
H 4.5063 -2.6114 -0.6377
H 3.3950 -2.9280 -1.9670
H 4.4262 -4.1066 1.4268
H 3.1057 -5.2727 1.6137
H 4.4102 -5.5864 0.4683
H 1.4382 -5.5909 -0.2622
H 1.5254 -4.5647 -1.6972
H 2.7278 -5.8375 -1.4492
H 2.3986 -2.8803 1.4067
H 1.2027 -1.1457 1.6960
H -1.2089 -1.9036 -1.0991
H -3.5377 -2.5852 -0.7034
H -5.1332 -2.9863 0.8708
H -2.9434 -2.2044 3.5024
H -0.6098 -1.4997 3.1062
H 3.4171 2.0879 -0.3046
H 2.4830 1.7169 -1.7489
H 2.0007 3.9622 -0.5288
H 0.6071 3.0392 -1.0293
H -0.3402 3.7666 2.3432
H -2.3498 4.8108 2.2346
H -4.0646 5.9132 0.8197
H -3.6432 6.1236 -1.6342
H -1.4857 5.2346 -2.5326
H 0.3473 0.5377 -2.4792
H -1.6679 1.6370 -3.4420
H -3.3198 2.0333 0.4688
H -1.2897 0.9814 1.4369
```

Its HOMO energy is -8.49 eV. Its energy above the lowest of the compared OMol25 structures with the same formula, charge and spin is 18.5 kJ/mol. The value obtained for the LUMO energy is 0.6 eV. As for the gap between HOMO and LUMO: 0.3342 Ha. As for the SMILES: CC(C)(C)NC(=O)[C@H](c1ccc(O)cc1)N(C(=O)CCC(=O)Nc1ccccn1)c1ccc(F)cc1. The multiplicity is 1.

=====

[5]
Density functional theory data (ωB97M-V with the def2-TZVPD basis set) for a 2-piece molecular cluster, C2H2FO3S overall.

```
9
Properties=species:S:1:pos:R:3
C 0.9740 1.9975 -1.0829
C -0.6225 0.7197 0.4085
O -3.2313 0.6267 -0.2122
O 0.9723 2.1134 -2.2530
O -2.1128 -1.4794 -0.5996
F 1.9336 2.9628 -0.3683
S -2.1487 -0.2953 0.2243
H -0.6589 1.5520 1.1605
H 0.2416 -0.0252 0.5114
```

Its HOMO energy (spin up / spin down) is -4.32 / -4.31 eV. Its energy above the lowest of the compared OMol25 structures with the same formula, charge and spin is 327.8 kJ/mol. The value obtained for the LUMO energy (spin up / spin down) is 2.7 / 2.7 eV. As for the gap between HOMO and LUMO (spin up / spin down): 0.2566 / 0.2565 Ha. The net charge is -1. The multiplicity is 1.

=====

[6]
Density functional theory data (ωB97M-V with the def2-TZVPD basis set) for C3H9N3O2 as an isolated structure.

```
17
Properties=species:S:1:pos:R:3
C -1.3907 1.3055 -0.8747
N -1.6138 0.3524 0.2059
C -1.4327 -1.4184 -0.3221
O -2.5638 -1.7547 -0.0878
O -0.3758 -1.5840 -0.8084
H -2.6456 0.0468 0.4251
H -0.9587 0.5101 0.9733
H -1.5248 2.3372 -0.5423
H -0.3775 1.1694 -1.2501
H -2.0941 1.1022 -1.6815
C 2.6047 -0.3848 0.0594
N 1.6104 0.5172 0.5670
N 0.9949 0.2674 1.5872
H 1.2362 -0.6490 2.0360
H 2.8610 -1.1849 0.7694
H 3.4894 0.1918 -0.2102
H 2.1809 -0.8242 -0.8465
```

Its HOMO energy is -9.66 eV. Its energy above the lowest of the compared OMol25 structures with the same formula, charge and spin is 343.0 kJ/mol. The value obtained for the LUMO energy is 0.7 eV. As for the gap between HOMO and LUMO: 0.3793 Ha. The multiplicity is 1.

=====

Copy entry 3 word for word.
Density functional theory data (ωB97M-V with the def2-TZVPD basis set) for a 2-piece molecular cluster, C3H5FO2 overall.

```
11
Properties=species:S:1:pos:R:3
C 1.8866 -1.6390 1.0255
C 1.1805 -0.5827 0.8643
C -1.5977 0.5786 -1.1160
O -1.4543 1.1888 -0.0159
O -2.3788 1.2776 -2.0176
F 1.3401 0.4196 1.7686
H 2.7730 -1.6103 1.7192
H 1.6255 -2.5848 0.3988
H 0.5597 -0.0830 0.1075
H -1.6230 2.1492 0.1832
H -2.3116 0.8861 -2.9176
```

Its HOMO energy is -9.39 eV. Its energy above the lowest of the compared OMol25 structures with the same formula, charge and spin is 336.7 kJ/mol. The value obtained for the LUMO energy is 0.7 eV. As for the gap between HOMO and LUMO: 0.3706 Ha. The multiplicity is 1.

=====

What is the formula in the fifth record? C2H2FO3S

=====

Repeat the fourth record exactly.
Density functional theory data (ωB97M-V with the def2-TZVPD basis set) for the molecule C27H29FN4O4.

```
65
Properties=species:S:1:pos:R:3
C 3.9596 -3.3909 -1.1631
C 3.0014 -4.0964 -0.2006
C 3.7846 -4.8100 0.9000
C 2.1144 -5.0909 -0.9522
N 2.1477 -3.1028 0.4566
C 1.3603 -2.2310 -0.1886
O 1.1257 -2.2376 -1.3803
C 0.6663 -1.2066 0.7419
C -0.7536 -1.6349 0.9728
C -1.5899 -1.9524 -0.0912
C -2.8953 -2.3430 0.1328
C -3.3888 -2.4273 1.4297
O -4.6694 -2.7980 1.6957
C -2.5526 -2.1269 2.5004
C -1.2493 -1.7366 2.2680
N 0.8032 0.1025 0.0893
C 2.0960 0.5060 -0.0473
O 3.0000 -0.2164 0.3312
C 2.4136 1.8558 -0.6676
C 1.4699 3.0199 -0.3670
C 0.9961 3.0196 1.0592
O 1.5134 2.3929 1.9557
N -0.0981 3.8056 1.3587
C -1.0321 4.4465 0.5649
C -2.2004 4.9281 1.1718
C -3.1508 5.5396 0.3817
C -2.9198 5.6615 -0.9833
C -1.7298 5.1669 -1.4811
N -0.8073 4.5814 -0.7345
C -0.3313 0.7228 -0.4610
C -0.4436 0.8940 -1.8382
C -1.5660 1.4929 -2.3782
C -2.5793 1.8983 -1.5289
F -3.6792 2.4857 -2.0502
C -2.5038 1.7151 -0.1606
C -1.3723 1.1274 0.3716
H 4.6636 -4.1021 -1.5866
H 4.5063 -2.6114 -0.6377
H 3.3950 -2.9280 -1.9670
H 4.4262 -4.1066 1.4268
H 3.1057 -5.2727 1.6137
H 4.4102 -5.5864 0.4683
H 1.4382 -5.5909 -0.2622
H 1.5254 -4.5647 -1.6972
H 2.7278 -5.8375 -1.4492
H 2.3986 -2.8803 1.4067
H 1.2027 -1.1457 1.6960
H -1.2089 -1.9036 -1.0991
H -3.5377 -2.5852 -0.7034
H -5.1332 -2.9863 0.8708
H -2.9434 -2.2044 3.5024
H -0.6098 -1.4997 3.1062
H 3.4171 2.0879 -0.3046
H 2.4830 1.7169 -1.7489
H 2.0007 3.9622 -0.5288
H 0.6071 3.0392 -1.0293
H -0.3402 3.7666 2.3432
H -2.3498 4.8108 2.2346
H -4.0646 5.9132 0.8197
H -3.6432 6.1236 -1.6342
H -1.4857 5.2346 -2.5326
H 0.3473 0.5377 -2.4792
H -1.6679 1.6370 -3.4420
H -3.3198 2.0333 0.4688
H -1.2897 0.9814 1.4369
```

Its HOMO energy is -8.49 eV. Its energy above the lowest of the compared OMol25 structures with the same formula, charge and spin is 18.5 kJ/mol. The value obtained for the LUMO energy is 0.6 eV. As for the gap between HOMO and LUMO: 0.3342 Ha. As for the SMILES: CC(C)(C)NC(=O)[C@H](c1ccc(O)cc1)N(C(=O)CCC(=O)Nc1ccccn1)c1ccc(F)cc1. The multiplicity is 1.